ORCA calculation (ωB97M-V/def2-TZVPD) on an isolated molecule of C6H8O2 at a distorted geometry.

Properties
Orbital gap: 10.3 eV
Energy relative to the best compared isomer or geometry (same formula, charge and spin): 8.968 eV
SMILES: C1O[C@@H]2[C@@H]3OC[C@H]1[C@H]23

```
16
C6H8O2 ωB97M-V/def2-TZVPD
C 0.190 1.397 0.923
O 1.479 1.191 0.607
C 1.522 -0.257 0.373
C 0.774 -1.084 -0.654
O -0.352 -0.915 -1.605
C -1.444 -0.155 -1.001
C -0.717 0.378 0.142
C 0.240 -0.764 0.697
H 0.043 2.396 0.371
H -0.311 1.440 1.917
H 2.327 -0.592 0.869
H 0.920 -2.201 -0.880
H -2.488 -0.812 -0.921
H -1.791 0.421 -1.797
H -0.015 0.864 -0.510
H -0.377 -1.308 1.468
```

Results of the Mulliken charge analysis, in e, for atoms 1 through 8: C -0.46; O -0.37; C -0.28; C -0.15; O -0.42; C -0.51; C 0.10; C -0.53